17 unconnected molecules or ions with the total composition C30H48Cl27N3O15 in a non-equilibrium geometry. Source: the Open Molecules 2025 dataset; level of theory: ωB97M-V/def2-TZVPD.

The strongest force on any atom comes out at 4.74 eV Å⁻¹. As for the spin multiplicity: 1. The highest occupied orbital energy comes out at -10.72 eV. For the LUMO energy, the calculation gives 0.00392 Ha.

Last column: Löwdin charge in e.
Element x y z (Å)
C1 7.702 3.379 -1.084  -0.09
C2 6.298 3.465 -0.701  -0.33
N1 5.197 3.581 -0.397  0.14
H1 7.883 2.588 -1.813  0.08
H2 8.248 3.042 -0.203  0.08
H3 8.110 4.333 -1.416  0.09
C3 4.243 -0.286 -3.794  -0.06
C4 5.079 -1.288 -4.461  -0.30
N2 5.685 -2.096 -4.978  0.12
H4 4.613 -0.354 -2.771  0.07
H5 3.207 -0.611 -3.886  0.07
H6 4.459 0.664 -4.283  0.07
C5 -5.383 2.906 -0.239  -0.10
C6 -6.322 3.436 -1.233  -0.27
N3 -7.096 3.844 -2.016  0.12
H7 -5.862 2.050 0.236  0.08
H8 -5.319 3.659 0.546  0.02
H9 -4.402 2.731 -0.680  0.07
C7 -1.922 -3.047 1.442  -0.09
O1 -2.982 -2.837 0.520  -0.04
C8 -4.172 -3.576 0.777  -0.50
O2 -4.538 -4.043 1.856  0.11
O3 -4.878 -3.647 -0.356  -0.03
C9 -6.058 -4.463 -0.397  -0.05
H10 -1.865 -4.068 1.819  0.07
H11 -1.954 -2.347 2.277  0.08
H12 -0.936 -2.991 0.982  0.06
H13 -6.655 -4.312 -1.296  0.09
H14 -6.868 -4.300 0.314  0.09
H15 -5.925 -5.544 -0.360  0.10
C10 0.592 1.561 -6.728  -0.04
O4 -0.065 0.547 -5.919  -0.06
C11 0.602 -0.638 -5.830  -0.49
O5 1.793 -0.899 -6.189  0.05
O6 -0.220 -1.534 -5.201  -0.06
C12 0.168 -2.871 -4.965  -0.06
H16 1.239 1.154 -7.505  0.09
H17 1.199 2.256 -6.148  0.05
H18 -0.238 2.055 -7.233  0.06
H19 1.039 -2.814 -4.312  0.08
H20 0.351 -3.324 -5.939  0.10
H21 -0.603 -3.427 -4.430  0.05
C13 0.593 -8.132 2.767  -0.05
O7 1.140 -7.010 3.448  0.01
C14 0.759 -5.806 3.005  -0.55
O8 -0.110 -5.585 2.141  0.05
O9 1.488 -4.912 3.678  -0.01
C15 1.112 -3.479 3.700  0.03
H22 0.727 -8.115 1.686  0.06
H23 -0.440 -8.432 2.941  0.10
H24 1.287 -8.922 3.053  0.10
H25 2.019 -3.053 4.128  0.10
H26 0.199 -3.196 4.224  0.08
H27 0.935 -3.240 2.651  0.08
C16 1.332 3.864 2.255  -0.12
O10 0.582 4.850 1.490  -0.03
C17 0.349 4.620 0.173  -0.57
O11 0.954 3.711 -0.388  0.01
O12 -0.355 5.603 -0.407  -0.06
C18 -0.541 5.560 -1.828  -0.05
H28 0.906 2.861 2.266  0.06
H29 1.471 4.070 3.316  0.05
H30 2.322 3.827 1.802  0.08
H31 -1.271 4.882 -2.271  0.02
H32 0.442 5.387 -2.267  0.08
H33 -0.784 6.572 -2.150  0.10
C19 -2.615 -3.029 4.824  -0.04
O13 -1.796 -1.883 4.672  -0.05
C20 -1.285 -1.182 5.730  -0.59
O14 -1.365 -1.513 6.880  0.14
O15 -0.490 -0.239 5.273  0.00
C21 0.388 0.403 6.162  -0.06
H34 -3.035 -3.150 3.826  0.06
H35 -3.444 -3.019 5.532  0.10
H36 -1.992 -3.903 5.013  0.10
H37 0.971 -0.353 6.689  0.10
H38 0.026 1.039 6.970  0.11
H39 1.177 0.878 5.579  0.04
C22 4.436 1.597 5.126  -1.52
Cl1 5.917 2.523 4.792  0.51
Cl2 3.238 1.968 3.916  0.58
Cl3 3.773 2.240 6.627  0.53
H40 4.656 0.531 5.067  0.03
C23 -3.495 6.716 1.682  -1.53
Cl4 -3.104 5.189 1.085  0.60
Cl5 -5.296 7.018 1.478  0.49
Cl6 -2.446 7.956 0.980  0.56
H41 -3.201 6.611 2.726  0.00
C24 3.670 4.412 -3.709  -1.48
Cl7 5.402 4.161 -4.027  0.52
Cl8 2.878 3.133 -2.710  0.53
Cl9 2.834 4.503 -5.267  0.52
H42 3.605 5.382 -3.218  0.02
C25 0.241 0.497 -0.597  -1.59
Cl10 0.733 -0.104 0.953  0.56
Cl11 -1.257 1.358 -0.306  0.54
Cl12 0.022 -0.819 -1.681  0.57
H43 1.012 1.153 -0.999  0.00
C26 -4.164 -2.794 -3.579  -1.60
Cl13 -3.525 -1.224 -2.968  0.51
Cl14 -3.112 -4.084 -3.155  0.59
Cl15 -4.787 -2.769 -5.188  0.59
H44 -5.099 -2.912 -3.031  -0.02
C27 -2.966 3.083 4.543  -1.49
Cl16 -3.641 2.395 3.020  0.49
Cl17 -4.084 4.263 5.202  0.54
Cl18 -1.445 3.936 4.198  0.54
H45 -2.736 2.334 5.301  0.02
C28 -0.172 -6.027 -1.623  -1.50
Cl19 -1.775 -6.163 -0.791  0.52
Cl20 1.072 -7.232 -1.115  0.53
Cl21 0.420 -4.430 -1.454  0.57
H46 -0.393 -6.201 -2.676  0.01
C29 -3.092 3.293 -4.733  -1.39
Cl22 -1.686 2.496 -3.976  0.55
Cl23 -2.684 3.519 -6.502  0.48
Cl24 -3.274 4.958 -4.083  0.52
H47 -4.013 2.711 -4.760  0.03
C30 6.507 -1.514 0.957  -1.50
Cl25 7.203 -1.179 2.578  0.50
Cl26 6.688 0.005 -0.035  0.48
Cl27 4.883 -2.155 0.913  0.55
H48 7.152 -2.240 0.463  0.01

A molecular structure, C33H29Cl3IIrN3OSSbSi in a non-equilibrium geometry. Source: the Open Molecules 2025 dataset; level of theory: ωB97M-V/def2-TZVPD.

The strongest force on any atom comes out at 2.58 eV Å⁻¹. As for the spin multiplicity: 6. For the energy relative to the best compared isomer or geometry (same formula, charge and spin), the calculation gives 70.7 kJ/mol. As for the charge: +1. The highest occupied orbital energy (spin up / spin down) comes out at -8.69 / -10.33 eV. For the LUMO energy (spin up / spin down), the calculation gives -0.10114 / -0.18893 Ha.

Last column: Löwdin charge in e.
Element x y z (Å)
Ir1 1.405 -0.029 -0.331  0.91
C1 5.585 0.023 -1.360  0.00
C2 4.097 -0.031 -1.358  -0.23
N1 3.405 -0.058 -0.187  -0.19
N2 3.953 -0.061 1.002  0.13
C3 3.062 -0.013 1.980  -0.45
O1 1.791 0.008 1.712  -0.26
C4 3.511 -0.006 3.363  -0.15
C5 4.875 0.009 3.672  -0.02
C6 5.284 -0.017 4.991  -0.07
C7 4.342 -0.060 6.011  -0.07
C8 2.989 -0.045 5.709  -0.07
C9 2.569 -0.018 4.395  -0.01
C10 3.294 -0.052 -2.509  -0.24
C11 3.800 -0.027 -3.836  0.01
C12 2.949 -0.050 -4.904  -0.04
C13 1.563 -0.094 -4.667  -0.04
C14 1.108 -0.111 -3.371  -0.14
N3 1.916 -0.102 -2.314  -0.13
H1 5.943 0.015 -0.333  0.08
H2 5.931 0.930 -1.857  0.10
H3 6.003 -0.828 -1.902  0.10
H4 5.587 0.039 2.863  0.11
H5 6.336 -0.003 5.236  0.11
H6 4.663 -0.109 7.041  0.11
H7 2.265 -0.054 6.510  0.11
H8 1.516 -0.013 4.159  0.12
H9 4.867 0.016 -3.986  0.12
H10 3.324 -0.022 -5.915  0.12
H11 0.862 -0.117 -5.481  0.11
H12 0.052 -0.142 -3.146  0.09
Cl1 2.725 3.168 1.070  0.31
Si1 1.422 2.425 -0.315  -0.76
Cl2 -0.373 3.338 0.023  0.31
Cl3 2.118 3.127 -2.119  0.28
I1 0.738 -3.120 1.314  0.79
C15 1.514 -2.231 -0.451  -0.79
H13 0.923 -2.602 -1.286  -0.04
H14 2.549 -2.550 -0.540  -0.03
S1 -0.903 -0.104 -0.395  0.30
Sb1 -3.879 0.053 -0.073  1.63
C16 -3.437 -0.617 1.976  -0.37
C17 -2.810 -1.826 2.203  -0.16
C18 -2.720 -2.314 3.497  -0.07
C19 -3.278 -1.601 4.545  -0.06
C20 -3.913 -0.392 4.305  -0.07
C21 -4.004 0.102 3.015  -0.13
C22 -3.517 2.095 -0.738  -0.42
C23 -2.899 2.300 -1.958  -0.19
C24 -2.781 3.588 -2.451  -0.08
C25 -3.292 4.655 -1.729  -0.07
C26 -3.921 4.438 -0.514  -0.07
C27 -4.045 3.151 -0.017  -0.14
C28 -3.693 -1.346 -1.734  -0.40
C29 -4.354 -1.035 -2.912  -0.14
C30 -4.397 -1.968 -3.935  -0.07
C31 -3.807 -3.211 -3.769  -0.06
C32 -3.157 -3.517 -2.586  -0.06
C33 -3.101 -2.584 -1.564  -0.14
H15 -2.377 -2.388 1.392  0.03
H16 -2.226 -3.259 3.669  0.11
H17 -3.237 -1.998 5.547  0.11
H18 -4.361 0.158 5.119  0.11
H19 -4.521 1.034 2.825  0.09
H20 -2.502 1.461 -2.511  0.08
H21 -2.298 3.755 -3.404  0.12
H22 -3.214 5.656 -2.123  0.11
H23 -4.334 5.269 0.040  0.11
H24 -4.555 2.979 0.922  0.09
H25 -4.840 -0.074 -3.032  0.10
H26 -4.916 -1.732 -4.852  0.11
H27 -3.872 -3.947 -4.554  0.11
H28 -2.710 -4.489 -2.443  0.11
H29 -2.591 -2.825 -0.645  0.07

A molecular structure, C44H52BiN8O3. Source: the Open Molecules 2025 dataset; level of theory: ωB97M-V/def2-TZVPD.

The strongest force on any atom comes out at 0.69 eV Å⁻¹. As for the spin multiplicity: 1. For the energy relative to the best compared isomer or geometry (same formula, charge and spin), the calculation gives 65.6 kJ/mol. As for the charge: +1. The highest occupied orbital energy comes out at -10.39 eV. For the LUMO energy, the calculation gives -0.14644 Ha.

Last column: Löwdin charge in e.
Element x y z (Å)
Bi1 -0.868 -0.524 1.724  1.94
N1 0.272 -1.165 4.204  -0.01
N2 1.591 -0.798 3.985  0.01
C1 2.063 -0.349 2.774  -0.72
O1 3.246 -0.133 2.634  0.08
O2 1.189 -0.136 1.796  -0.28
H1 -0.107 -0.656 4.996  0.07
H2 0.189 -2.166 4.347  0.10
H3 2.304 -1.053 4.650  0.16
C2 3.120 1.780 -3.488  -0.05
C3 1.620 2.041 -3.644  -0.37
C4 1.320 3.073 -4.735  -0.05
C5 0.867 0.738 -3.913  -0.12
C6 1.274 -0.020 -4.961  0.03
C7 0.895 -1.339 -5.392  -0.04
C8 0.254 -2.269 -4.676  0.00
C9 -0.319 -2.089 -3.295  -0.30
C10 -1.099 -3.370 -2.895  -0.35
C11 -0.181 -4.597 -2.907  -0.04
C12 -2.312 -3.627 -3.789  -0.04
C13 -0.286 0.451 -3.092  -0.11
N3 -0.570 1.312 -2.172  0.18
C14 -1.628 1.917 -1.768  -0.03
C15 -1.814 2.813 -0.666  -0.11
C16 -2.422 4.000 -1.174  -0.04
C17 -2.443 5.184 -0.503  -0.07
C18 -1.923 5.205 0.795  -0.04
C19 -1.469 4.052 1.369  -0.05
C20 -1.408 2.790 0.705  -0.24
N4 -1.117 1.709 1.490  -0.09
C21 -0.927 1.937 2.901  -0.31
C22 -1.995 1.583 3.769  -0.17
C23 -1.720 1.445 5.129  -0.06
C24 -0.462 1.697 5.643  -0.08
C25 0.524 2.173 4.801  -0.04
C26 0.328 2.318 3.426  -0.14
C27 1.531 2.957 2.714  -0.34
C28 1.697 2.891 1.193  -0.06
C29 1.612 4.441 3.130  -0.05
C30 -3.487 1.393 3.435  -0.36
C31 -4.073 2.129 2.231  -0.05
C32 -3.906 -0.085 3.367  -0.09
H4 3.629 2.687 -3.162  0.09
H5 3.576 1.452 -4.423  0.08
H6 3.296 1.007 -2.738  0.08
H7 1.256 2.443 -2.700  0.12
H8 1.659 2.735 -5.715  0.08
H9 1.817 4.017 -4.509  0.09
H10 0.246 3.263 -4.792  0.08
H11 2.058 0.421 -5.568  0.12
H12 1.270 -1.633 -6.365  0.12
H13 0.139 -3.249 -5.122  0.12
H14 -1.444 -3.235 -1.870  0.12
H15 0.004 -4.947 -3.924  0.08
H16 -0.657 -5.413 -2.364  0.08
H17 0.780 -4.390 -2.435  0.08
H18 -2.019 -3.693 -4.839  0.09
H19 -3.062 -2.843 -3.694  0.07
H20 -2.781 -4.571 -3.513  0.09
H21 -2.403 2.038 -2.529  0.14
H22 -2.805 3.972 -2.187  0.11
H23 -2.841 6.078 -0.962  0.11
H24 -1.914 6.129 1.358  0.12
H25 -1.147 4.079 2.399  0.11
H26 -2.520 1.143 5.796  0.12
H27 -0.266 1.568 6.700  0.12
H28 1.489 2.442 5.213  0.13
H29 2.401 2.449 3.138  0.13
H30 0.967 3.507 0.673  0.06
H31 1.651 1.876 0.816  0.06
H32 2.686 3.288 0.956  0.09
H33 0.925 5.043 2.533  0.07
H34 2.620 4.815 2.954  0.09
H35 1.373 4.586 4.183  0.08
H36 -3.989 1.817 4.307  0.13
H37 -3.737 1.710 1.285  0.06
H38 -3.824 3.187 2.255  0.08
H39 -5.160 2.040 2.263  0.09
H40 -3.707 -0.505 2.378  0.03
H41 -4.979 -0.170 3.540  0.09
H42 -3.389 -0.686 4.117  0.08
N5 4.960 -4.221 0.356  0.20
C33 4.149 -4.785 1.263  -0.52
O3 4.537 -5.466 2.193  0.08
C34 2.661 -4.537 1.121  -0.11
C35 1.806 -5.590 0.830  0.01
C36 0.441 -5.391 0.937  -0.05
C37 -0.019 -4.155 1.352  -0.15
N6 0.781 -3.119 1.618  0.02
C38 2.099 -3.316 1.483  -0.06
H43 5.947 -4.401 0.448  0.12
H44 4.642 -3.720 -0.459  0.10
H45 2.208 -6.557 0.556  0.13
H46 -0.255 -6.195 0.741  0.11
H47 -1.081 -3.982 1.505  0.10
H48 2.757 -2.496 1.750  0.12
N7 3.212 -2.131 -2.826  0.19
C39 2.101 -1.990 -2.557  -0.22
C40 0.742 -1.804 -2.235  -0.18
C41 -1.199 -0.777 -3.320  -0.12
C42 -2.291 -0.837 -2.306  -0.08
C43 -2.004 -0.959 -1.007  -0.21
N8 -0.746 -1.006 -0.420  -0.20
C44 0.457 -1.269 -1.014  -0.11
H49 -1.617 -0.643 -4.323  0.17
H50 -3.323 -0.784 -2.623  0.12
H51 -2.815 -0.962 -0.279  0.10
H52 1.293 -1.018 -0.372  0.11

| no. | molar mass (g mol⁻¹) |
| --- | --- |
| 1 | 1647.95 |
| 2 | 1091.01 |
| 3 | 949.93 |